[1]
{
  "formula": "C2H8Cl2Si2",
  "method": "wB97M-V/def2-TZVPD",
  "elements": ["C", "C", "Si", "Si", "Cl", "Cl", "H", "H", "H", "H", "H", "H", "H", "H"],
  "xyz": [[-1.2881, 1.1726, 0.9030], [0.0351, 0.7327, 1.5936], [0.1428, -1.9713, -2.0510], [1.1107, 0.1626, 0.1206], [2.8827, -0.6751, 1.0557], [1.6636, 1.8243, -0.8405], [-1.1962, 1.1534, -0.1660], [-2.1311, 0.5725, 1.1391], [-1.4815, 2.2496, 1.1879], [-0.1708, -0.2618, 2.2366], [0.3960, 1.4768, 2.1670], [-0.4346, -0.7195, -2.6503], [-0.8562, -3.2143, -1.7327], [1.3277, -2.5026, -2.9632]],
  "mulliken_charge": [-0.896, -0.573, 0.266, 0.318, -0.309, -0.221, 0.273, 0.287, 0.243, 0.250, 0.482, -0.058, -0.033, -0.027],
  "e_homo_ev": -8.66,
  "multiplicity": 1,
  "homo_lumo_gap_ev": 7.6137
}

[2]
{
  "formula": "C29H44N9O",
  "method": "wB97M-V/def2-TZVPD",
  "elements": ["C", "C", "C", "C", "N", "O", "C", "N", "N", "H", "H", "H", "H", "H", "H", "H", "H", "H", "H", "H", "H", "H", "H", "N", "C", "C", "C", "C", "H", "H", "H", "H", "H", "N", "C", "C", "C", "C", "H", "H", "H", "H", "H", "N", "C", "C", "C", "C", "H", "H", "H", "H", "H", "N", "C", "C", "C", "C", "H", "H", "H", "H", "H", "N", "C", "C", "C", "C", "H", "H", "H", "H", "H", "N", "C", "C", "C", "C", "H", "H", "H", "H", "H"],
  "xyz": [[-1.3151, -2.3302, -2.4208], [-2.1823, -1.3288, -3.1826], [-2.7721, -0.3005, -2.1979], [-1.8841, 0.9466, -2.1210], [-4.1749, 0.0892, -2.4825], [-4.4407, 1.4736, -2.5847], [-5.2538, -0.7328, -2.5120], [-5.4028, -1.6176, -3.4876], [-6.1551, -0.6154, -1.5139], [-0.5307, -1.7919, -1.8880], [-1.9235, -2.9129, -1.7284], [-0.8282, -3.0297, -3.0969], [-1.5548, -0.8175, -3.9124], [-2.9427, -1.8849, -3.7256], [-2.7682, -0.7755, -1.2122], [-1.8751, 1.3243, -1.1032], [-2.1619, 1.6960, -2.8523], [-0.8767, 0.6171, -2.3763], [-5.3918, 1.5819, -2.7217], [-4.8718, -1.4412, -4.3283], [-6.3134, -2.0254, -3.6516], [-6.9940, -1.1758, -1.6069], [-5.7367, -0.7477, -0.6011], [0.0792, -4.6591, 0.4998], [0.3751, -4.2351, 1.7690], [1.7371, -4.1927, 1.8892], [2.2873, -4.6063, 0.6439], [1.2393, -4.8844, -0.1924], [-0.8452, -4.7893, 0.1365], [-0.4033, -4.0043, 2.4755], [2.2812, -3.9015, 2.7713], [3.3318, -4.6903, 0.3948], [1.2180, -5.2239, -1.2141], [0.7134, 1.7620, 1.0238], [1.6775, 2.7350, 1.0237], [1.1918, 3.8056, 1.7223], [-0.1162, 3.4659, 2.1639], [-0.3838, 2.1996, 1.7195], [0.8026, 0.8665, 0.5838], [2.6220, 2.5817, 0.5307], [1.7140, 4.7299, 1.9007], [-0.7836, 4.0831, 2.7428], [-1.2539, 1.5769, 1.8408], [-0.6997, 4.3888, 5.6403], [0.2672, 5.3573, 5.6431], [-0.2115, 6.4257, 6.3517], [-1.5198, 6.0878, 6.7959], [-1.7913, 4.8256, 6.3427], [-0.6170, 3.4976, 5.1872], [1.2077, 5.2025, 5.1431], [0.3158, 7.3465, 6.5339], [-2.1824, 6.7013, 7.3823], [-2.6624, 4.2045, 6.4615], [-0.1903, -0.0592, 8.9628], [-0.0527, 1.2195, 8.5002], [-0.8938, 1.3701, 7.4316], [-1.5667, 0.1301, 7.2444], [-1.1105, -0.7307, 8.2069], [0.3090, -0.4464, 9.7414], [0.6254, 1.9118, 8.9678], [-1.0126, 2.2681, 6.8547], [-2.3027, -0.1017, 6.4926], [-1.3622, -1.7553, 8.4183], [2.7139, -1.4383, -2.0026], [2.8396, -0.1965, -2.5704], [3.7152, -0.2979, -3.6173], [4.1336, -1.6554, -3.6856], [3.4974, -2.3326, -2.6803], [2.1396, -1.6631, -1.2107], [2.3010, 0.6524, -2.1822], [4.0267, 0.5073, -4.2612], [4.8253, -2.0819, -4.3929], [3.5344, -3.3677, -2.3880], [3.6084, -1.5312, -7.1433], [3.7305, -0.2894, -7.7043], [4.5966, -0.3889, -8.7598], [5.0123, -1.7460, -8.8395], [4.3847, -2.4246, -7.8298], [3.0431, -1.7504, -6.3438], [3.1945, 0.5550, -7.3065], [4.9000, 0.4193, -9.4032], [5.6939, -2.1726, -9.5553], [4.4254, -3.4612, -7.5430]],
  "mulliken_charge": [-1.219, -0.633, 0.436, -1.365, 0.384, -0.464, 0.212, -0.335, -0.404, 0.220, 0.337, 0.489, 0.356, 0.220, 0.139, 0.349, 0.455, 0.343, 0.348, 0.285, 0.298, 0.263, 0.263, 0.028, -0.545, -0.463, -0.365, -0.521, 0.206, 0.415, 0.419, 0.444, 0.400, 0.116, -0.362, -0.732, -0.308, -0.755, 0.147, 0.422, 0.421, 0.647, 0.402, 0.072, -0.565, -0.461, -0.433, -0.587, 0.302, 0.424, 0.407, 0.430, 0.421, 0.012, -0.834, 0.488, -0.777, -0.412, 0.179, 0.381, 0.209, 0.370, 0.382, 0.142, -0.510, -0.615, -0.819, -0.381, 0.203, 0.459, 0.507, 0.555, 0.452, -0.003, -0.464, -0.438, -0.406, -0.500, 0.243, 0.390, 0.406, 0.403, 0.375],
  "charge": 1,
  "e_homo_ev": -9.44,
  "multiplicity": 1,
  "homo_lumo_gap_ev": 5.0199
}

[3]
{
  "formula": "C10H8BrNO2",
  "method": "wB97M-V/def2-TZVPD",
  "elements": ["O", "C", "C", "C", "C", "C", "C", "C", "C", "C", "C", "Br", "N", "O", "H", "H", "H", "H", "H", "H", "H", "H"],
  "xyz": [[2.5781, -1.1101, 0.8191], [1.4184, -1.1435, 1.0170], [0.5642, -0.6229, 2.0785], [-0.7389, -0.1964, 1.4967], [-0.5308, 0.5585, 0.1917], [-0.5526, 2.0053, 0.1043], [-0.3897, 2.5453, -1.1547], [-0.1133, 1.7580, -2.1950], [-0.2330, 0.3262, -2.1258], [-0.3350, -0.2507, -0.8792], [-0.2471, -1.6810, -0.8210], [-1.3999, -2.9812, -1.5460], [0.5077, -2.1579, 0.1262], [0.7516, -3.2985, 0.4407], [0.5705, -1.4949, 2.8163], [1.0786, 0.1966, 2.4664], [-1.3198, 0.3457, 2.1716], [-1.3133, -1.0160, 1.2780], [-0.5608, 2.5238, 0.9853], [-0.1322, 3.6358, -1.1931], [0.3276, 2.1804, -3.0785], [0.0698, -0.1224, -2.9986]],
  "mulliken_charge": [-0.480, 0.265, -0.415, -1.261, 0.677, -0.773, -0.453, -0.453, -0.870, 1.156, -0.821, -0.083, 0.753, -0.723, 0.308, 0.367, 0.669, 0.431, 0.540, 0.281, 0.361, 0.524],
  "e_homo_ev": -8.57,
  "multiplicity": 1,
  "homo_lumo_gap_ev": 8.8085,
  "smiles": "O=C1CCc2ccccc2C(Br)=[N+]1[O-]"
}

[4]
{
  "formula": "C39H38CrFN5O10S",
  "method": "wB97M-V/def2-TZVPD",
  "elements": ["Cr", "C", "C", "C", "C", "C", "C", "C", "C", "C", "H", "H", "H", "H", "H", "H", "H", "H", "H", "H", "H", "H", "C", "C", "N", "C", "C", "C", "O", "O", "C", "O", "C", "C", "C", "F", "C", "C", "C", "N", "C", "C", "N", "C", "C", "H", "H", "H", "H", "H", "H", "H", "H", "H", "H", "H", "H", "H", "H", "H", "H", "H", "H", "O", "C", "O", "C", "C", "C", "C", "C", "C", "N", "O", "O", "H", "H", "H", "H", "O", "S", "O", "N", "C", "O", "C", "C", "C", "C", "C", "C", "H", "H", "H", "H"],
  "xyz": [[0.1267, 0.1036, 2.3038], [1.9423, 3.1678, 4.7875], [2.3850, 2.5951, 3.4742], [2.0061, 3.2108, 2.2863], [2.4617, 2.7424, 1.0630], [2.1151, 3.4730, -0.2024], [3.2810, 1.6216, 1.0316], [3.6496, 0.9694, 2.2005], [4.5396, -0.2355, 2.1554], [3.2137, 1.4815, 3.4153], [2.4474, 4.1172, 4.9687], [2.1757, 2.4975, 5.6107], [0.8710, 3.3549, 4.7752], [1.3586, 4.0758, 2.3204], [2.8430, 4.2668, -0.3780], [1.1304, 3.9282, -0.1282], [2.1313, 2.8022, -1.0594], [3.6405, 1.2507, 0.0814], [5.5845, 0.0655, 2.0618], [4.2858, -0.8622, 1.3047], [4.4320, -0.8280, 3.0595], [3.5426, 1.0102, 4.3318], [-3.5603, 1.7009, -3.7254], [-2.3193, 2.5679, -3.5088], [-1.4348, 1.9893, -2.5180], [-1.6373, 2.3601, -1.2189], [-0.9702, 1.8336, -0.1603], [-1.2823, 2.4113, 1.2096], [-1.8886, 3.4697, 1.2717], [-0.8715, 1.7316, 2.2004], [0.0155, 0.8172, -0.3692], [0.7130, 0.2951, 0.5670], [0.1812, 0.3832, -1.7336], [1.0506, -0.6756, -2.0226], [1.2225, -1.1124, -3.3177], [2.0463, -2.1793, -3.5133], [0.5990, -0.4904, -4.3948], [-0.2751, 0.5691, -4.1035], [-0.5297, 0.9904, -2.8009], [0.8405, -0.8065, -5.7595], [-0.2769, -0.9125, -6.6763], [0.1813, -0.2903, -8.0130], [1.6642, -0.3916, -8.0499], [2.0943, -1.7392, -7.6037], [1.8528, -1.7964, -6.0852], [-4.2249, 2.1727, -4.4451], [-4.0925, 1.5836, -2.7839], [-3.2869, 0.7130, -4.0907], [-2.6275, 3.5470, -3.1358], [-1.7793, 2.7271, -4.4459], [-2.3666, 3.1352, -1.0412], [1.5632, -1.1654, -1.2100], [-0.7514, 1.0769, -4.9248], [-1.1443, -0.3810, -6.2927], [-0.5744, -1.9598, -6.8257], [-0.0922, 0.7639, -8.0794], [-0.2430, -0.8218, -8.8649], [2.0164, 0.2639, -7.3359], [2.0364, -0.1467, -8.9704], [3.1487, -1.8933, -7.8303], [1.5090, -2.4882, -8.1390], [2.7693, -1.5410, -5.5520], [1.5660, -2.8156, -5.7947], [-2.5934, -0.8659, 5.0894], [-2.1085, -0.8108, 3.9757], [-0.9054, -0.4597, 3.7008], [-2.9352, -1.1398, 2.7505], [-2.3427, -1.1309, 1.4910], [-3.1043, -1.2864, 0.3464], [-4.4660, -1.4928, 0.4530], [-5.0502, -1.5606, 1.7173], [-4.2962, -1.3716, 2.8693], [-6.4554, -1.8257, 1.8110], [-7.0903, -1.8993, 0.7670], [-6.9434, -1.9640, 2.9177], [-1.2538, -0.9741, 1.4541], [-2.6382, -1.2536, -0.6285], [-5.0899, -1.6226, -0.4183], [-4.7615, -1.3988, 3.8417], [-0.5984, -5.1003, 4.2752], [0.6452, -4.4301, 4.5306], [1.7314, -5.2504, 5.0003], [1.0869, -3.5651, 3.1879], [1.1420, -2.2987, 3.4462], [1.3221, -1.4090, 2.5580], [0.9292, -1.9266, 4.8796], [1.0853, -0.6797, 5.4636], [0.7491, -0.5343, 6.7982], [0.2590, -1.6055, 7.5342], [0.1384, -2.8644, 6.9543], [0.4869, -3.0017, 5.6285], [1.4386, 0.1524, 4.8720], [0.8636, 0.4315, 7.2656], [-0.0168, -1.4625, 8.5700], [-0.2323, -3.7032, 7.5226]],
  "mulliken_charge": [-0.756, -1.832, 0.878, -0.435, 1.107, -1.631, -0.370, 0.784, -2.002, -0.657, 0.450, 0.308, 0.364, 0.361, 0.501, 0.313, 0.199, 0.303, 0.454, 0.366, 0.345, 0.352, -1.023, -0.981, 0.264, -0.221, 0.455, 0.026, -0.792, -0.098, 0.797, -0.226, 0.573, -0.727, 0.185, -0.375, -1.158, -0.600, 0.093, 0.234, -0.526, -0.769, -0.110, -0.713, -0.808, 0.432, 0.331, 0.264, 0.479, 0.426, 0.602, 0.705, 0.583, 0.348, 0.304, 0.429, 0.368, 0.365, 0.336, 0.373, 0.326, 0.515, 0.465, -0.743, 0.227, 0.158, 0.496, 0.015, -0.497, -0.482, -0.109, -0.740, 1.026, -0.649, -0.605, 0.489, 0.591, 0.506, 0.601, -0.702, 1.275, -0.704, -0.651, -0.120, -0.057, 0.551, 0.475, -0.969, -0.587, -0.713, 0.000, 0.121, 0.410, 0.390, 0.440],
  "e_homo_ev": [-6.50, -7.51],
  "multiplicity": 5,
  "homo_lumo_gap_ev": [4.2670, 5.2695]
}

[5]
{
  "formula": "C5H11N3",
  "method": "wB97M-V/def2-TZVPD",
  "elements": ["C", "C", "C", "C", "N", "N", "C", "N", "H", "H", "H", "H", "H", "H", "H", "H", "H", "H", "H"],
  "xyz": [[-2.0940, 0.6745, 0.5079], [2.2905, -0.3532, 0.6268], [0.0193, -0.8196, -0.4742], [-1.0119, 0.5537, -0.5371], [-0.2179, -1.9755, 0.3097], [-0.2099, 1.7965, -0.7200], [1.3096, -0.2425, -0.4809], [-0.8524, -0.3689, -1.4985], [-1.2141, -2.1534, 0.3830], [0.2002, -2.7978, -0.1117], [-0.2176, 2.4509, 0.0581], [-0.2287, 2.1452, -1.6766], [1.6848, 0.1774, -1.4088], [-1.7189, 1.0991, 1.4435], [-2.8693, 1.3507, 0.1316], [-2.5317, -0.2986, 0.7278], [2.7232, -1.3602, 0.6279], [3.1215, 0.3426, 0.4911], [1.8172, -0.2209, 1.6004]],
  "mulliken_charge": [-1.178, -1.191, 0.214, 1.023, -0.514, -0.585, -0.228, -0.896, 0.312, 0.256, 0.187, 0.265, 0.390, 0.344, 0.338, 0.329, 0.285, 0.346, 0.303],
  "e_homo_ev": [-7.29, -7.29],
  "multiplicity": 1,
  "homo_lumo_gap_ev": [7.3427, 7.3455]
}

[6]
{
  "formula": "C2H9N4O",
  "method": "wB97M-V/def2-TZVPD",
  "elements": ["C", "C", "N", "N", "N", "N", "O", "H", "H", "H", "H", "H", "H", "H", "H", "H"],
  "xyz": [[-0.9884, 0.1639, 0.1569], [2.7040, -0.4438, 0.3018], [0.8551, 0.2175, 1.6490], [-2.0410, 0.5238, 0.8056], [-0.7702, -0.1055, -1.0713], [-1.8403, 0.0185, -1.9636], [1.7365, -0.7614, 1.3258], [3.5116, -1.1682, 0.4418], [3.0502, 0.5451, 0.4773], [2.1413, -0.4619, -0.6579], [-2.9993, 0.4987, 0.4048], [-2.1089, 0.7199, 1.7919], [0.2334, -0.3000, -1.3338], [-1.6525, -0.3039, -2.9236], [-2.2322, 0.9816, -1.9135], [0.4007, -0.1243, 2.5089]],
  "mulliken_charge": [0.433, -0.325, -0.352, -0.347, 0.266, -0.733, -0.064, 0.242, 0.290, 0.092, 0.259, 0.226, 0.192, 0.270, 0.261, 0.292],
  "charge": 1,
  "e_homo_ev": [-13.52, -13.86],
  "multiplicity": 1,
  "homo_lumo_gap_ev": [8.3190, 9.3972]
}

E (eV)
-43003.59009; -46234.83383; -86123.61036; -110956.97172; -9829.63911; -10215.48850